Entry 1:
DFT (wB97M-V/def2-TZVPD) results for C21H18N4O5S2 in the gas phase.

```
50
Properties=species:S:1:pos:R:3:mulliken_charge:R:1
H 1.9479 2.8410 -1.9062 0.387
S -5.3662 0.2977 0.3396 1.111
C -0.4875 -4.1940 -0.2622 -0.578
H 0.6193 -5.4638 -1.5737 0.400
N 2.2003 -0.1252 -1.0043 0.330
C 1.6386 -3.6149 -1.2194 -0.675
H 5.0488 1.1099 3.4393 0.455
S 3.3270 1.0448 1.7314 -0.057
N -4.0947 0.4350 -0.7491 -0.295
H -1.3331 -4.8566 -0.1584 0.519
H -1.5200 -0.0635 -1.1282 0.402
C -0.7004 1.8835 -0.8244 0.310
C -3.3222 2.6903 -0.3343 -0.342
C -4.5923 -0.3848 1.8198 -0.760
O -1.5297 -1.5762 1.8722 -0.581
C 3.0112 1.1125 -1.0477 -0.165
H 2.4688 -3.8457 -1.8698 0.486
N 0.8786 0.1294 -0.9818 -0.650
O -2.6280 -3.2547 1.1169 -0.645
H -3.7110 0.1985 2.0545 0.269
C 1.6225 -2.3899 -0.5615 0.412
C -2.2850 3.6038 -0.2894 -0.919
H -5.3159 -0.3214 2.6216 0.432
H -2.5008 4.6355 -0.0565 0.385
H -3.8319 -0.4743 -1.0961 0.296
H 2.0152 2.8393 -0.1357 0.422
H 5.8848 1.3203 -0.7925 0.445
H -4.3369 2.9871 -0.1292 0.557
C -3.0576 1.3555 -0.6458 0.372
H -0.1810 3.9437 -0.4901 0.428
O -6.2391 -0.6802 -0.2296 -0.638
C 5.3005 1.2536 0.1069 -0.742
C -1.7493 0.9634 -0.8872 -0.274
H 0.5625 -1.1854 0.8886 0.618
C 4.9157 1.1416 2.3763 -0.656
O 3.8794 -1.6369 -0.9078 -0.616
C 0.5828 -2.0955 0.3103 0.093
H 6.9104 1.3179 1.6033 0.399
C 3.9450 1.1556 0.1117 0.264
O -5.8805 1.6003 0.6250 -0.621
C 0.6510 1.3889 -0.9716 0.409
H -4.3388 -1.4190 1.6229 0.192
N -1.6173 -2.5850 1.2018 1.137
C 2.6967 -1.3792 -0.8282 0.293
H 3.5945 1.1212 -1.9746 0.461
C -0.9786 3.2187 -0.5369 -0.791
C 1.9229 2.2068 -1.0201 -1.063
C 0.5961 -4.5171 -1.0570 -0.581
C -0.4787 -2.9815 0.4212 -0.299
C 5.8560 1.2486 1.4061 -0.334
```

The net charge is 0. Its SMILES is CS(=O)(=O)Nc1cccc(C2=NN(C(=O)c3cccc([N+](=O)[O-])c3)[C@H](c3cccs3)C2)c1. The calculation puts the lowest unoccupied orbital energy at -0.86 eV.


Entry 2:
DFT (wB97M-V/def2-TZVPD) results for C20H27FN4O4 in the gas phase.

```
56
Properties=species:S:1:pos:R:3:mulliken_charge:R:1
N -0.1267 1.6926 1.7836 0.400
C 1.5218 -4.0378 -1.3092 -0.001
H 3.9063 2.1238 1.8979 0.416
C 2.2077 1.1495 0.9766 0.640
H 0.6752 3.2176 0.6680 0.599
H 2.4491 -2.3662 -4.4763 0.282
C -1.4787 -1.9517 -1.6008 -0.561
H -0.6126 2.3900 -0.1530 0.143
C 2.3329 -0.5117 -0.8327 0.399
C -2.5142 0.9311 1.6170 0.220
C 2.0206 -1.9153 -1.2012 -0.242
C 2.6238 -1.6882 -3.6467 -0.853
C -2.8602 1.1441 0.1414 -1.529
O -3.2872 -0.1461 2.0699 -0.397
C -2.1698 0.2432 -0.8543 0.488
C -0.3091 2.7808 0.8185 -0.255
H 1.1694 -0.7096 0.8382 0.202
C -1.0262 0.6620 1.9135 0.172
C -1.7370 0.7676 -2.0680 -0.424
H 2.0496 -0.7753 -3.7804 0.299
H -2.3372 -1.5463 0.3176 0.427
N 2.1871 -2.3868 -2.4522 0.918
H -1.3641 -3.0152 -1.4401 0.470
C 3.6537 1.1573 1.4582 -1.654
H -4.0796 -1.0380 3.6936 0.316
N 1.8620 -0.1362 0.3786 0.091
H 1.3654 -2.9764 0.6404 0.633
N 1.8801 -3.6929 -2.5324 -1.147
O 2.9985 0.2269 -1.5441 -0.696
C -1.0903 -1.3948 -2.8029 0.397
H -0.8870 4.2635 2.2739 0.389
O 1.1362 -5.2997 -1.0167 -0.513
H -2.6914 2.1830 -0.1406 0.428
H -2.8004 1.8314 2.1786 0.890
H -3.8411 0.7148 3.8684 0.285
C -1.2174 3.9057 1.2981 -1.635
H -2.4425 -0.3986 3.9541 0.276
H 3.6777 -1.4293 -3.5781 0.338
H -3.9401 0.9872 0.0832 0.503
C -1.1931 -0.0436 -3.0540 -0.759
C -2.0173 -1.1246 -0.6265 -0.242
H 4.3245 0.9729 0.6212 0.426
H -0.8688 0.3553 -4.0056 0.461
H 1.1969 -5.8148 -1.8312 0.359
H 1.6466 2.1829 2.7515 0.277
H 2.0948 1.9181 0.2116 0.323
H -1.8460 1.8290 -2.2628 0.372
F -0.6005 -2.1965 -3.7698 -0.441
H -2.2642 3.6163 1.3823 0.295
H 1.2394 0.4750 2.7726 0.627
O -0.7000 -0.4266 2.3571 -0.672
H -1.1636 4.7386 0.5953 0.399
C 1.5887 -2.9672 -0.4122 -0.029
C 1.2544 1.3602 2.1443 -1.687
H 3.8101 0.3817 2.2104 0.347
C -3.4062 -0.2125 3.4762 -0.770
```

The net charge is 0. Its SMILES is CCN(C[C@@H](C)NC(=O)c1cc(O)nn1C)C(=O)[C@@H](Cc1ccc(F)cc1)OC. The calculation puts the lowest unoccupied orbital energy at 0.58 eV. The relative energy (zero: lowest compared OMol25 entry of this formula, charge and spin) comes out at 29.3 kJ/mol.


Entry 3:
DFT (wB97M-V/def2-TZVPD) results for a molecular structure, C23H27BBrF4N5O2Pd.

```
64
Properties=species:S:1:pos:R:3:mulliken_charge:R:1
C -4.8618 -0.8668 2.3302 -0.562
C -5.4369 1.4689 2.5497 -0.826
N -1.3078 1.6014 1.3566 0.189
H -5.0374 -1.9098 2.5562 0.462
H -0.3847 -3.5256 0.8608 0.416
Pd -0.2734 0.7879 -1.6057 0.757
F 2.0082 2.2203 -1.1325 -0.269
F -0.1735 2.7736 -0.8371 -0.336
H -2.5810 2.2225 -0.1366 0.598
N -0.5605 -2.2517 -0.7623 0.232
H -1.9607 -3.5955 0.0741 0.257
C 6.3614 3.4252 3.3408 -0.799
C -3.5884 0.7995 1.1481 0.102
H 0.6666 -0.6563 -4.4155 0.330
H -0.6837 -5.6074 -0.5703 0.382
C -2.4278 1.2178 0.2883 0.330
C 2.0660 1.2245 1.9822 0.492
C -0.3940 -4.6448 -0.9883 -0.847
C 3.0591 2.0670 2.6242 -0.274
F 1.3750 4.4236 -1.4359 -0.261
H -0.5420 -5.1882 -3.0702 0.479
H 2.5971 2.7855 3.2961 0.185
H 7.2836 1.0916 1.0177 0.428
O -1.9420 0.3143 -0.5506 -0.966
C -5.6511 0.1301 2.8720 -0.446
F 0.7261 2.7520 -2.9361 -0.268
B 1.0622 3.1376 -1.6448 0.412
H -1.1773 -1.4727 -5.8243 0.395
H -2.2945 -1.4271 -4.4585 0.323
H -2.0709 -4.6875 -2.3491 0.319
C -3.8253 -0.5415 1.4631 0.255
C 6.6282 1.6581 1.6636 -0.966
H 0.5370 2.4780 2.7713 0.357
C -0.5825 -2.0819 -2.1014 0.500
C -0.8853 -3.5163 -0.1057 -0.513
H -4.2550 2.8284 1.3969 0.433
C -1.2557 -1.5997 -4.7457 -0.801
H 4.8762 0.6470 1.0339 0.259
C 5.0156 3.1935 3.3617 -0.365
N -0.3686 -0.8656 -2.5938 -0.190
H 4.3709 3.7774 4.0066 0.413
N -0.7723 -3.1374 -2.8990 0.140
C -4.4107 1.7935 1.6862 -0.619
H -0.5722 -1.4044 -0.2169 -0.017
C -0.3562 -0.6044 -4.0343 -0.605
C 7.1638 2.6575 2.4910 -0.160
H -1.5063 2.4213 1.9502 0.387
H 0.6956 -4.6191 -1.0506 0.344
C -0.9957 -4.4883 -2.3690 -0.668
H -6.0770 2.2400 2.9534 0.427
O -3.0743 -1.5502 0.9514 -0.550
C 0.7855 1.6235 2.1463 -0.512
H 8.2313 2.8407 2.4671 0.419
H -0.7148 0.4154 -4.1993 0.354
H -1.5495 -3.7342 -4.7217 0.481
H -6.4575 -0.1385 3.5410 0.410
C -0.8325 -2.9991 -4.3572 -0.690
C 5.2865 1.4082 1.6752 -0.168
N -0.2219 1.0360 1.3803 0.158
C 4.4265 2.1743 2.5327 1.210
H -2.5754 -1.1838 0.2011 0.292
Br 2.4697 -0.2802 0.9618 0.017
H 0.1433 -3.2473 -4.7837 0.299
H 6.8025 4.1896 3.9641 0.435
```

The net charge is +2. The calculation puts the lowest unoccupied orbital energy (spin up / spin down) at -9.26 / -9.26 eV. The relative energy (zero: lowest compared OMol25 entry of this formula, charge and spin) comes out at 37.0 kJ/mol.


no.,calculated total energy (hartree),M (u)
1,-2202.545665,470.53
2,-1398.184981,406.46
3,-4442.676211,678.63